(1)
A 3-piece molecular cluster, C4H12N4 overall at a distorted geometry. Source: OMol25; level of theory: ωB97M-V/def2-TZVPD.

Atoms and positions in Å:
C -0.2376 0.7871 0.3628
C -0.2655 -0.9392 -1.2560
C 0.0608 2.0471 -1.8671
N 0.4584 0.0399 -0.4432
C 0.6737 -1.2628 1.6096
N 2.0162 -1.2577 1.6078
N -1.5640 0.7387 0.6101
N -0.0906 -1.8986 2.3765
H 0.3067 1.5058 0.9634
H 2.5408 -1.8757 2.2187
H 2.4814 -0.8352 0.8239
H -2.1764 0.2013 0.0197
H -1.9890 1.4506 1.1788
H -1.0818 -1.7052 2.2686
H -0.7170 -1.7125 -0.6274
H -1.0466 -0.4696 -1.8623
H 0.4415 -1.4176 -1.9310
H 0.5180 2.8733 -1.3370
H -0.9981 2.1399 -2.0804
H 0.6692 1.5903 -2.6354

Orbital gap (alpha / beta)   7.6 / 8.1 eV
Molecular weight   116.168 g mol⁻¹
E_LUMO (alpha / beta)   0.79 / 0.75 eV
ΔE to the lowest compared entry with this formula, charge and spin   501.6 kJ/mol

natural (NBO) atomic charge list, values in e, 8 entries:
1 C 0.3307
2 C -0.4678
3 C -0.5812
4 N -0.4842
5 C 0.4369
6 N -0.8676
7 N -0.8218
8 N -0.7826

***

(2)
C22H28B2F4N9NaO5 as an isolated structure at a distorted geometry. Source: OMol25; level of theory: ωB97M-V/def2-TZVPD.

Atoms and positions in Å:
Na 0.2159 0.4431 0.2501
C 3.1733 0.7920 3.8494
C 2.0188 0.7841 2.8911
N 2.0659 0.2402 1.7367
O 3.1725 -0.4010 1.3337
B 2.9802 -1.1463 0.0664
F 2.4839 -0.2993 -0.9380
F 4.1700 -1.6850 -0.3055
O 2.0447 -2.2790 0.3122
N 0.8170 -1.9236 0.7246
C 0.0104 -2.8286 1.1351
C 0.3368 -4.2929 1.1541
C -1.2699 -2.3507 1.6371
N -1.4257 -1.0802 1.6352
O -2.5328 -0.5547 2.1885
B -2.5850 0.9273 2.0592
F -2.5547 1.2340 0.6826
F -3.7502 1.3723 2.5916
O -1.4734 1.5733 2.7864
N -0.2505 1.0846 2.5150
C 0.7459 1.4002 3.2486
C 0.6692 2.3309 4.4203
C -2.3128 -3.2930 2.1675
H 3.9331 0.1127 3.4694
H 3.6070 1.7858 3.9376
H 2.8585 0.4706 4.8389
H 1.3878 -4.4195 0.9070
H 0.1579 -4.7069 2.1422
H -0.2658 -4.8410 0.4307
H -0.2642 2.8845 4.3654
H 0.6875 1.7696 5.3533
H 1.5135 3.0133 4.4134
H -2.2311 -4.2875 1.7371
H -2.2183 -3.3638 3.2521
H -3.2976 -2.8705 1.9638
C 0.4551 1.6941 -4.2748
C -0.0215 0.5565 -3.4012
N -0.9865 0.7717 -2.6092
N -1.6963 1.7354 -2.2702
C -1.3475 2.5422 -1.2081
O -0.3679 2.3185 -0.5084
C -2.2790 3.6655 -1.0379
C -3.0127 4.1379 -2.1250
C -3.8712 5.2063 -1.9658
C -4.0326 5.7848 -0.7165
C -3.3353 5.2927 0.3746
C -2.4476 4.2462 0.2168
C 0.6360 -0.7436 -3.4395
C 1.6142 -1.0277 -4.3946
C 2.3176 -2.2151 -4.2961
C 1.9986 -3.0929 -3.2756
C 0.9542 -2.7528 -2.4234
N 0.3014 -1.6124 -2.4831
H 0.1508 2.6434 -3.8354
H 1.5365 1.6694 -4.3652
H 0.0170 1.6235 -5.2715
H -2.8899 3.6650 -3.0876
H -4.4260 5.5828 -2.8112
H -4.7001 6.6233 -0.5962
H -3.4924 5.7210 1.3518
H -1.9111 3.8373 1.0569
H 1.8189 -0.3419 -5.2007
H 3.0966 -2.4453 -5.0085
H 2.5319 -4.0200 -3.1445
H 0.6474 -3.4355 -1.6452
N -2.5374 -2.2670 -1.4446
N -2.5194 -0.8652 -1.5939
H -3.2496 -2.5737 -0.7777
H -1.6224 -2.5439 -1.1003
H -2.4412 -0.3510 -0.7187
H -3.3459 -0.5658 -2.1009

Orbital gap (alpha / beta)   5.0 / 2.8 eV
Molecular weight   619.130 g mol⁻¹
E_LUMO (alpha / beta)   -2.59 / -4.19 eV
ΔE to the lowest compared entry with this formula, charge and spin   13.6 kJ/mol

natural (NBO) atomic charge list, values in e, 8 entries:
1 Na 0.8656
2 C -0.6822
3 C 0.1692
4 N -0.1226
5 O -0.5513
6 B 1.2660
7 F -0.5671
8 F -0.5245

***

(3)
One molecule with the formula C4H10O2. Source: OMol25; level of theory: ωB97M-V/def2-TZVPD.

Atoms and positions in Å:
C 2.0171 -0.3542 1.4769
C 0.8779 -0.8979 0.6372
O 0.1839 0.1739 0.0365
C -1.0059 -0.2552 -0.5859
C -1.7922 0.9659 -1.0163
O -1.2109 1.6385 -2.1111
H 2.7817 0.1229 0.8565
H 2.4863 -1.1678 2.0400
H 1.6361 0.3871 2.1863
H 0.1789 -1.4680 1.2721
H 1.2496 -1.5930 -0.1341
H -1.6027 -0.8576 0.1203
H -0.7811 -0.8834 -1.4633
H -1.9027 1.6312 -0.1457
H -2.7918 0.6543 -1.3337
H -0.3242 1.9035 -1.8355

Orbital gap   11.1 eV
Molecular weight   90.122 g mol⁻¹
E_LUMO   1.05 eV
ΔE to the lowest compared entry with this formula, charge and spin   99.3 kJ/mol
Structure (SMILES)   CCOCCO

natural (NBO) atomic charge list, values in e, 8 entries:
1 C -0.6225
2 C -0.0562
3 O -0.5522
4 C -0.0902
5 C -0.0792
6 O -0.7124
7 H 0.2113
8 H 0.2123

***

(4)
C55H42CoNP3SSi as an isolated structure. Source: OMol25; level of theory: ωB97M-V/def2-TZVPD.

Atoms and positions in Å:
Co -0.6136 0.3885 -0.4251
C 2.0607 -3.8392 -3.9853
C 3.0297 -3.7225 -2.9961
C 2.8614 -2.8204 -1.9583
C 1.7071 -2.0409 -1.8707
C 0.7762 -2.1316 -2.8978
C 0.9404 -3.0263 -3.9447
P 1.3822 -0.7728 -0.5792
C 2.8680 0.2438 -0.9015
C 4.1257 0.0570 -0.3374
C 5.2070 0.8087 -0.7717
C 5.0450 1.7606 -1.7706
C 3.7920 1.9612 -2.3312
C 2.7141 1.2043 -1.8976
C 1.6427 -1.5546 1.0873
C 2.7292 -2.3768 1.3883
C 2.9046 -2.9013 2.6586
C 1.9878 -2.6145 3.6598
C 0.8927 -1.8204 3.3660
C 0.6954 -1.2811 2.0953
Si -0.8950 -0.3418 1.6479
C -1.3020 1.1916 2.6899
C -2.1613 1.2414 3.7857
C -2.5343 2.4569 4.3415
C -2.0684 3.6458 3.7987
C -1.2015 3.6211 2.7160
C -0.8158 2.4009 2.1793
P 0.3979 2.1608 0.8432
C 1.9636 2.0947 1.8111
C 1.9932 1.4912 3.0698
C 3.1737 1.4142 3.7926
C 4.3422 1.9568 3.2797
C 4.3221 2.5656 2.0348
C 3.1473 2.6237 1.3019
C 0.6091 3.7561 -0.0146
C 0.2480 3.9016 -1.3498
C 0.4212 5.1174 -1.9952
C 0.9582 6.1993 -1.3156
C 1.3322 6.0623 0.0141
C 1.1651 4.8472 0.6570
C -2.3998 -1.4732 1.8862
C -2.8728 -2.0872 3.0475
C -4.0691 -2.7835 3.0409
C -4.8180 -2.8877 1.8699
C -4.3507 -2.3227 0.6971
C -3.1479 -1.6214 0.7135
P -2.2133 -1.1229 -0.7711
C -1.8122 -2.8187 -1.3451
C -2.4308 -3.4329 -2.4294
C -2.0947 -4.7335 -2.7830
C -1.1576 -5.4394 -2.0459
C -0.5706 -4.8487 -0.9356
C -0.9003 -3.5504 -0.5882
C -3.4113 -0.4917 -1.9819
C -3.0907 -0.4504 -3.3383
C -3.9382 0.1674 -4.2416
C -5.1079 0.7695 -3.7973
C -5.4193 0.7584 -2.4475
C -4.5747 0.1320 -1.5425
H 2.1927 -4.5470 -4.7936
H 3.9283 -4.3245 -3.0419
H 3.6624 -2.7053 -1.2406
H -0.0927 -1.4870 -2.8742
H 0.1891 -3.0859 -4.7221
H 4.2703 -0.6541 0.4685
H 6.1786 0.6552 -0.3192
H 5.8907 2.3470 -2.1065
H 3.6465 2.7111 -3.0985
H 1.7362 1.3606 -2.3410
H 3.4565 -2.6340 0.6315
H 3.7599 -3.5327 2.8639
H 2.1233 -3.0143 4.6570
H 0.1698 -1.6126 4.1489
H -2.5815 0.3307 4.1947
H -3.2182 2.4758 5.1809
H -2.3940 4.5943 4.2058
H -0.8614 4.5484 2.2779
H 1.0894 1.0902 3.5039
H 3.1729 0.9385 4.7652
H 5.2614 1.9111 3.8499
H 5.2271 2.9930 1.6213
H 3.1592 3.0893 0.3253
H -0.2002 3.0735 -1.8804
H 0.1237 5.2174 -3.0311
H 1.0875 7.1484 -1.8199
H 1.7589 6.9000 0.5506
H 1.4882 4.7421 1.6851
H -2.3103 -2.0209 3.9724
H -4.4283 -3.2487 3.9505
H -5.7564 -3.4273 1.8741
H -4.9080 -2.4369 -0.2252
H -3.1735 -2.9013 -3.0084
H -2.5736 -5.1941 -3.6380
H -0.8955 -6.4516 -2.3266
H 0.1499 -5.3968 -0.3412
H -0.4394 -3.1077 0.2841
H -2.1708 -0.8965 -3.6976
H -3.6787 0.1911 -5.2924
H -5.7652 1.2625 -4.5018
H -6.3061 1.2604 -2.0845
H -4.8102 0.1716 -0.4864
S -3.9739 3.5798 -0.3479
C -2.7628 2.5659 -0.7075
N -1.8855 1.8303 -0.9690

Spin multiplicity   2
Orbital gap (alpha / beta)   7.0 / 7.8 eV
Molecular weight   928.956 g mol⁻¹
E_LUMO (alpha / beta)   0.24 / 0.52 eV
ΔE to the lowest compared entry with this formula, charge and spin   0.0 kJ/mol
⟨S²⟩   0.798

Mulliken atomic charge list, values in e, 8 entries:
1 Co -0.2223
2 C -0.7686
3 C -0.7904
4 C -0.7447
5 C 1.4362
6 C 0.1008
7 C -0.3384
8 P 0.5852

***

(5)
C37H32Br2N6O2SSm as an isolated structure at a distorted geometry. Source: OMol25; level of theory: ωB97M-V/def2-TZVPD.

Atoms and positions in Å:
Sm 1.0511 -0.9250 -1.6279
C 2.1040 -0.5643 4.5058
C 1.0046 -1.3790 4.5532
C 0.5259 -1.9359 3.4245
C 1.1608 -1.7603 2.2056
C 2.3021 -0.9637 2.1062
C 2.7781 -0.3544 3.3114
N 0.6008 -2.3105 0.9718
N -0.5267 -2.8463 1.0919
C -0.9952 -3.4496 -0.1203
C -2.1248 -4.2841 -0.0186
C -2.5649 -4.8693 -1.1674
C -1.9427 -4.5988 -2.3947
C -0.7533 -3.8030 -2.3951
N -0.3685 -3.1961 -1.3224
H 2.3685 -0.0675 5.3610
H 0.4330 -1.5492 5.4215
H -0.3611 -2.5601 3.3550
H 2.8696 -0.8797 1.1660
H 3.6423 0.2721 3.1808
H -2.6204 -4.5618 0.8896
H -3.4184 -5.5010 -1.1955
H -2.2958 -4.9011 -3.3480
H -0.2952 -3.5818 -3.3044
Br 2.4143 -3.3449 -6.0391
C 1.7619 -1.5855 -5.8828
C 2.0791 -0.7772 -6.9249
C 1.7289 0.5703 -6.9230
Br 2.6621 1.6482 -8.1339
C 1.0926 1.1739 -5.7912
C 0.6990 2.5091 -5.6464
C 0.1298 2.9849 -4.4719
C -0.0530 2.0401 -3.4379
N 0.3211 0.8106 -3.5232
C 0.9864 0.3338 -4.6381
C 1.3028 -1.0831 -4.6547
O 1.1942 -1.8133 -3.5638
H 2.7159 -1.1544 -7.6960
H 0.8747 3.0632 -6.5579
H -0.3438 3.9546 -4.4755
H -0.6456 2.3551 -2.5708
C -1.2767 3.8916 1.9575
C -0.3006 2.7529 2.3097
C -0.2822 1.7157 1.1693
N -1.1717 0.5580 1.5020
C -1.8597 -0.0104 0.5283
S -1.5970 0.2462 -1.0560
N -2.9750 -0.7644 0.9567
C -3.3798 -1.2369 2.2737
O -3.7510 -2.3716 2.3786
C -3.5380 -0.2292 3.3606
C -3.7574 1.1314 3.0990
C -3.9579 2.0110 4.1287
C -3.8999 1.6038 5.4283
C -3.7169 0.2612 5.6904
C -3.5149 -0.6583 4.6960
H -1.2731 4.7518 2.6332
H -2.3099 3.6567 1.7039
H -0.9091 4.2727 0.9992
H -0.6294 2.3456 3.2745
H 0.6344 3.2628 2.4871
H 0.7508 1.2836 1.0266
H -0.6047 2.0594 0.2263
H -1.4959 0.5501 2.4365
H -3.4571 -1.0826 0.1344
H -3.8090 1.4599 2.0447
H -4.2315 2.9992 3.8608
H -4.0673 2.2396 6.2666
H -3.8217 -0.1359 6.6702
H -3.3476 -1.6972 4.9231
C 4.9270 2.1990 -0.9444
C 5.3985 0.9264 -0.8896
C 4.5866 -0.1796 -0.9170
C 3.1821 -0.0260 -1.1082
C 2.6762 1.2772 -1.0541
C 3.5276 2.3720 -0.9316
H 5.6044 3.0259 -1.0665
H 6.4770 0.7893 -0.8746
H 4.9991 -1.1803 -0.9420
H 1.6081 1.4579 -1.1035
H 3.0695 3.3565 -0.9975

Spin multiplicity   6
Orbital gap (alpha / beta)   6.1 / 6.2 eV
Molecular weight   934.938 g mol⁻¹
E_LUMO (alpha / beta)   -3.90 / -3.89 eV
ΔE to the lowest compared entry with this formula, charge and spin   166.2 kJ/mol
Total charge   +1
⟨S²⟩   8.767

Mulliken atomic charge list, values in e, 8 entries:
1 Sm 0.6123
2 C -0.6559
3 C -0.6425
4 C -0.1197
5 C -0.1261
6 C 0.0069
7 C -0.6484
8 N -0.0158

***

(6)
One molecule with the formula C4H9NO4 at a distorted geometry. Source: OMol25; level of theory: ωB97M-V/def2-TZVPD.

Atoms and positions in Å:
C -2.3490 0.3502 0.4243
C -1.1581 -0.2886 -0.2151
O -1.2117 -0.8844 -1.2955
C 0.0904 -0.5130 0.6521
O 0.3476 -1.8634 0.9259
C 1.1794 0.1218 -0.2392
N 2.3753 0.4005 0.4006
O 0.2545 1.4270 -0.5522
O 1.3896 -0.5582 -1.3891
H -2.0589 1.2930 0.8834
H -3.1298 0.5155 -0.3146
H -2.7286 -0.3104 1.2044
H 0.0263 0.0221 1.6004
H 0.5646 -2.3021 0.0905
H 3.1241 0.6466 -0.2321
H 2.2915 1.0342 1.1808
H 0.5040 1.7656 -1.4215
H 0.4888 -0.8563 -1.7031

Orbital gap   10.4 eV
Molecular weight   135.119 g mol⁻¹
E_LUMO   0.73 eV
ΔE to the lowest compared entry with this formula, charge and spin   145.8 kJ/mol
Structure (SMILES)   CC(=O)[C@@H](O)C(N)(O)O

natural (NBO) atomic charge list, values in e, 8 entries:
1 C -0.7164
2 C 0.6530
3 O -0.6288
4 C -0.0585
5 O -0.6861
6 C 0.6552
7 N -0.8240
8 O -0.8304

***

Look up the molecular weight of the first one.
116.168 g mol⁻¹

***

Among the records above, which one has the lowest ΔE to the lowest compared entry with this formula, charge and spin?
C55H42CoNP3SSi